(1)
Density functional theory data (ωB97M-V with the def2-TZVPD basis set) for an isolated molecule of C6H7NO at a distorted geometry.

Geometry as XYZ:
```
15
Properties=species:S:1:pos:R:3:forces:R:3
C -0.3448 -0.6147 0.8968 0.7141 -0.2472 -0.5657
C 0.7481 0.8649 -1.4589 2.0460 -2.7823 0.5556
N -1.7940 -0.6871 0.8183 0.0081 0.3299 0.2782
C 0.2945 1.5816 -0.3178 -0.0621 -0.4564 2.1100
C 1.1229 -0.6386 -0.9575 -0.7758 -0.0035 -2.9786
C 0.2749 0.7830 0.8007 -2.2477 2.5694 0.4498
C 0.3091 -1.3808 -0.2020 0.7995 0.4188 0.2233
O 1.1247 1.2336 -2.5435 -0.6065 0.0479 0.2265
H -0.0508 -1.0466 1.8629 0.0140 0.0345 -0.2329
H -2.2313 -0.1833 1.5826 -0.0501 -0.0283 -0.0915
H -2.1236 -0.2924 -0.0547 -0.0012 0.0435 0.0285
H 0.2657 2.6621 -0.3110 0.2538 0.0607 0.1788
H 1.8258 -1.0907 -1.6487 -0.1598 -0.1807 -0.2198
H 0.2199 -2.4593 -0.2402 0.3080 -0.0382 0.1054
H 0.3589 1.2683 1.7728 -0.2403 0.2319 -0.0676
```
Forces are in eV/Å.

The spin multiplicity is 1. The LUMO energy is -0.23 eV.

Atom charges from the Mulliken analysis, given in e for atoms 1 to 2: 0.265 0.566

---

(2)
Density functional theory data (ωB97M-V with the def2-TZVPD basis set) for an isolated molecule of C3H6BN at a distorted geometry.

Geometry as XYZ:
```
11
Properties=species:S:1:pos:R:3:forces:R:3
B -0.4376 -1.4360 0.3278 1.7255 0.7999 -1.0845
C 1.0177 0.9898 0.4299 -0.0770 -0.0040 -0.1140
C -0.0710 1.5186 -0.1507 0.1832 -0.2325 0.0775
C 0.9776 -1.2244 -0.2511 0.1597 4.2809 2.8219
N 1.6492 -0.1090 -0.0979 0.2242 -2.4780 -0.8888
H -0.6241 -1.0009 1.3817 -0.9177 -0.2393 0.6789
H 1.6150 1.3371 1.2946 -0.8393 0.4747 -0.5004
H -0.5430 2.4195 0.1623 -0.1067 0.5408 0.5200
H -0.4868 1.1196 -1.0764 0.3595 -0.2141 0.2033
H 1.4421 -2.0610 -0.6136 1.6323 -1.8671 -1.4802
H -0.8395 -1.9650 -0.6025 -2.3438 -1.0613 -0.2336
```
Forces are in eV/Å.

The spin multiplicity is 1. The LUMO energy is -0.28 eV.

Atom charges from the Mulliken analysis, given in e for atoms 1 to 2: 0.112 -0.014

---

(3)
Density functional theory data (ωB97M-V with the def2-TZVPD basis set) for an isolated molecule of C3H5N at a distorted geometry.

Geometry as XYZ:
```
9
Properties=species:S:1:pos:R:3:forces:R:3
C 0.8508 -0.4714 -0.0523 1.4384 -2.3954 1.4647
C -0.1438 0.6377 -0.0183 -0.6927 0.7920 1.1725
C -1.5275 0.2012 -0.0847 -3.5790 -3.7418 1.2495
H 0.8524 -1.1446 -0.9208 -0.4686 0.3557 0.1753
H 1.9006 -0.1588 0.0524 -0.4179 0.5528 -0.2288
H 0.7506 -1.1329 0.8904 -0.2625 0.8810 -1.5335
H -0.0185 1.1776 0.9497 -0.1486 -0.0423 -0.8149
H -0.1393 1.3219 -0.8241 1.0815 1.0511 -0.8755
N -2.5254 -0.4307 0.0078 3.0494 2.5469 -0.6092
```
Forces are in eV/Å.

The spin multiplicity is 1. The LUMO energy is 0.85 eV.

Atom charges from the Mulliken analysis, given in e for atoms 1 to 2: -0.999 -0.119

---

(4)
Density functional theory data (ωB97M-V with the def2-TZVPD basis set) for a structure of composition CCl4S2 at a distorted geometry.

Geometry as XYZ:
```
7
Properties=species:S:1:pos:R:3:forces:R:3
C 0.8660 0.2491 -0.2063 1.2201 1.6000 1.2333
S 0.2407 -1.1209 0.7396 -3.4467 -0.0638 0.4238
S -1.8999 -0.4403 1.2568 2.4530 -0.9928 -1.0485
Cl 2.0541 1.0312 1.0421 -0.5813 0.2651 -0.6704
Cl 1.8671 -0.2099 -1.5185 0.8783 -1.2126 -0.8760
Cl -0.2100 1.4357 -0.8798 -0.6770 0.3057 0.5379
Cl -2.9180 -0.9450 -0.4339 0.1537 0.0983 0.3998
```
Forces are in eV/Å.

The spin multiplicity is 1. The LUMO energy is -1.42 eV.

Atom charges from the Mulliken analysis, given in e for atoms 1 to 2: 0.309 0.000

---

(5)
Density functional theory data (ωB97M-V with the def2-TZVPD basis set) for an isolated molecule of C6H8FN3O3 at a distorted geometry.

Geometry as XYZ:
```
21
Properties=species:S:1:pos:R:3:forces:R:3
C -1.2139 -2.2045 1.3930 0.3460 0.0340 0.2082
C -1.9246 -0.8962 1.1321 -0.4870 0.2501 0.4787
C -0.3329 0.7761 0.6273 -0.1569 -0.0408 0.2083
C 0.3236 2.2397 -1.2676 -0.4437 0.3821 -0.0715
C 1.2438 2.1614 -2.2856 -0.0979 0.2042 -0.0303
C 1.5619 0.4605 -1.0701 -0.3990 0.6849 -0.3101
H -1.6800 -2.7537 2.2197 0.0749 0.2495 0.0214
H -0.1360 -2.0563 1.5861 -0.4720 -0.0282 0.0091
H -2.9360 -1.0886 0.7396 0.3184 -0.0320 0.2878
H -2.0165 -0.3173 2.0875 0.0151 -0.4093 -0.5972
H 0.2574 0.3267 1.4262 0.0097 0.1010 -0.1008
H -0.8231 1.6932 0.9973 0.2076 -0.1729 -0.1726
H -0.4869 2.9555 -1.0467 0.7191 -0.5801 -0.1880
H 1.4074 2.8501 -3.1061 -0.0971 -0.1351 0.2123
N 0.5300 1.1449 -0.4731 0.3233 -0.0273 -0.0563
N 2.0095 1.0428 -2.1513 -0.1837 -0.1535 0.4664
N 2.1222 -0.7525 -0.5470 0.7364 -0.7878 -0.2185
O -1.2895 -0.1219 0.1312 0.1451 0.0768 -0.0948
O 2.8943 -1.3641 -1.2578 -0.4515 0.3742 0.3208
O 1.8104 -1.0857 0.5888 -0.1064 0.1401 -0.0517
F -1.3211 -3.0104 0.2765 -0.0003 -0.1299 -0.3212
```
Forces are in eV/Å.

The spin multiplicity is 1. The LUMO energy is -0.56 eV.

Atom charges from the Mulliken analysis, given in e for atoms 1 to 2: -0.111 -0.543

---

(6)
Density functional theory data (ωB97M-V with the def2-TZVPD basis set) for a cluster of 2 separate species, C4H12NO in total at a distorted geometry.

Geometry as XYZ:
```
18
Properties=species:S:1:pos:R:3:forces:R:3
C 0.7978 0.6978 0.8690 0.2614 0.9755 -1.1214
N 0.0529 0.4030 -0.5371 1.7266 2.7521 0.6655
C -0.9620 -0.5780 0.0374 -0.6649 -0.1901 -2.2261
C -1.4597 -0.0458 1.4241 -1.5893 -0.6562 -2.9408
C -0.3404 0.8583 1.8745 -0.2638 0.2275 0.5058
H 1.4111 1.6054 0.7714 -0.1749 -0.3280 -0.0964
H 1.5231 -0.1823 1.0536 -1.5538 1.2102 -0.3981
H -0.4815 1.2598 -0.9982 1.6548 -1.9312 1.5850
H 0.9347 0.2034 -1.1852 -2.8860 -0.8361 0.9014
H -1.8168 -0.5611 -0.7082 1.1705 -0.9148 0.8465
H -0.3467 -1.4912 0.0898 -0.9827 -0.0190 -0.0313
H -1.6094 -0.9807 1.9881 -0.1212 0.7665 0.2545
H -2.4839 0.4455 1.1897 1.7831 -0.6258 0.9420
H -0.7449 1.8872 2.1192 1.1070 -1.0797 -0.4415
H 0.0183 0.3427 2.7290 0.4611 0.4322 1.4534
H 1.6307 -0.4225 -3.4609 -1.3590 -0.8549 0.9883
H 2.2669 -1.5085 -2.8444 0.2926 -1.1202 0.6744
O 1.3892 -1.1265 -2.7768 1.1385 2.1921 -1.5612
```
Forces are in eV/Å.

The spin multiplicity is 1. The LUMO energy is -3.32 eV. The net charge is +1.

Atom charges from the Mulliken analysis, given in e for atoms 1 to 2: -0.615 -0.314

---

(7)
Density functional theory data (ωB97M-V with the def2-TZVPD basis set) for an isolated molecule of C8H9O5 at a distorted geometry.

Geometry as XYZ:
```
22
Properties=species:S:1:pos:R:3:forces:R:3
O 1.9170 0.6755 0.0855 -1.9546 -0.4151 0.9339
O 0.9075 0.3175 0.9230 1.1051 0.3856 -0.9702
C 5.1067 3.3005 -1.2473 0.1651 0.1194 -0.3439
C 4.6752 2.4657 -0.0867 -0.6880 -2.0362 -0.5203
C 4.1911 0.9910 -0.3719 -0.2216 2.2908 0.9835
O 5.4613 1.2706 0.1510 0.1340 -0.2071 0.1088
C 4.0632 0.4271 -1.7431 -0.0021 -0.4919 -0.6106
C 3.1664 0.4648 0.6346 2.2634 -0.7721 2.1617
O 3.3854 -0.0057 1.7338 -0.7770 1.0381 -2.4354
C 4.1753 3.1616 1.1003 -1.0880 -0.4866 0.2827
C 4.7716 4.2364 1.6753 0.0663 0.8807 1.3105
C 4.2187 4.8313 2.8812 -1.2262 -3.0652 -3.8271
O 4.8010 5.5991 3.6426 1.3349 2.2807 2.1406
H 4.2305 3.6794 -1.7909 0.2266 -0.0094 0.1515
H 5.6987 4.1559 -0.9017 -0.0948 -0.1573 -0.1495
H 5.7167 2.7013 -1.9240 0.0029 0.1856 0.0042
H 3.0061 0.3805 -2.0425 0.3729 -0.0067 0.0619
H 4.6116 1.0007 -2.4982 -0.1096 -0.1202 0.2869
H 4.4696 -0.5956 -1.7302 -0.1377 0.2096 -0.1346
H 3.2663 2.7569 1.5706 0.4780 0.2098 -0.1124
H 5.7182 4.6360 1.2967 -0.3153 -0.1088 0.2842
H 3.1713 4.5187 3.0866 0.4658 0.2763 0.3936
```
Forces are in eV/Å.

The spin multiplicity is 4. The LUMO energy (alpha / beta) is 0.73 / -3.15 eV. Its expectation value of S² is 3.785.

Atom charges from the Mulliken analysis, given in e for atoms 1 to 2: -0.020 -0.262

---

(8)
Density functional theory data (ωB97M-V with the def2-TZVPD basis set) for a structure of composition C41H52AlFNO2.

Geometry as XYZ:
```
98
Properties=species:S:1:pos:R:3:forces:R:3
C 1.0883 -2.2054 0.9194 -0.2083 0.1848 -0.4207
C 0.0282 -1.2003 0.4281 0.1285 0.0256 0.1857
C -0.9724 -0.7655 1.5219 0.1212 0.2999 -0.2238
C -1.0171 0.7638 1.7302 -0.2076 0.0340 0.0011
C -1.6768 1.0886 3.0885 0.2156 -0.1002 0.0680
Al -1.9373 1.6656 0.1509 0.1963 -0.3307 -0.0088
C -0.9156 3.3604 -0.3815 -0.0968 0.1675 -0.0116
C -0.8188 4.4414 0.6045 -0.0472 0.8336 -0.3991
O -0.8224 5.6360 0.4579 -0.1487 -0.6983 0.2018
F -0.7348 3.9824 1.8912 0.1828 -0.0571 0.1372
C -3.8896 2.1008 0.6412 -0.3430 0.1883 0.0456
C -4.8557 1.2751 -0.1112 -0.3548 -0.0421 -0.6580
O -4.8652 1.2104 -1.3383 0.0746 0.0749 0.5639
N -5.8385 0.4833 0.5721 0.7500 -0.0526 0.3285
C -6.0517 0.7082 1.9956 -0.2168 -0.1754 -0.0611
C -5.7425 -0.9336 0.2333 -0.3999 0.0068 -0.4227
H 2.0066 -2.0976 0.3327 -0.0053 -0.1280 0.1268
H 1.3207 -2.0386 1.9733 0.0889 -0.0549 -0.0459
H 0.7359 -3.2323 0.7845 0.0559 0.0124 0.2246
H -0.5038 -1.6207 -0.4281 0.0608 0.0848 -0.0033
H 0.5405 -0.3070 0.0538 -0.0903 -0.0599 0.0226
H -1.9810 -1.1001 1.2448 0.0579 -0.1710 0.2137
H -0.6888 -1.2529 2.4666 -0.1635 -0.1253 -0.0152
H 0.0278 1.1065 1.7824 -0.0714 0.0349 -0.0586
H -2.3834 0.2980 3.3741 -0.0809 0.1292 -0.0968
H -2.2148 2.0401 3.0973 0.0368 -0.0289 0.0442
H -0.9354 1.1348 3.8989 -0.0850 -0.0322 -0.0259
H -1.8672 0.6670 -1.1158 -0.0123 0.0383 -0.0500
H 0.1075 3.0064 -0.5709 -0.1174 -0.1396 0.1165
H -1.2826 3.8087 -1.3093 0.1523 -0.0475 0.0450
H -4.0022 2.0303 1.7202 -0.0751 0.0723 -0.0065
H -4.0562 3.1479 0.3592 0.2086 -0.0768 -0.1014
H -6.7300 -0.0684 2.3632 0.0108 0.0930 -0.0757
H -5.1430 0.6540 2.6025 0.0214 -0.0082 0.0230
H -6.5485 1.6685 2.1552 0.2221 -0.0016 0.0345
H -5.6106 -1.0261 -0.8461 0.0784 0.0076 0.1512
H -6.6802 -1.4361 0.4934 0.1296 0.0060 0.0611
H -4.9066 -1.4349 0.7405 -0.0379 0.0209 0.0417
C 6.8081 -3.2603 0.6151 0.0167 -0.0258 0.0236
C 6.1488 -2.0545 0.8100 0.0049 0.0150 0.0132
C 5.1405 -1.6646 -0.0600 -0.0137 0.0265 0.0100
C 4.7881 -2.4822 -1.1242 -0.0223 -0.0086 -0.0066
C 5.4452 -3.6890 -1.3176 0.0265 -0.0231 -0.0254
C 6.4567 -4.0785 -0.4497 -0.0205 0.0091 0.0067
H 7.5940 -3.5618 1.2968 0.0011 0.0101 0.0102
H 6.4210 -1.4201 1.6441 0.0166 0.0019 -0.0016
H 4.6246 -0.7255 0.0926 -0.0122 -0.0020 0.0103
H 3.9961 -2.1815 -1.7981 -0.0034 0.0016 -0.0037
H 5.1662 -4.3269 -2.1468 0.0232 0.0097 -0.0246
H 6.9685 -5.0209 -0.6009 0.0048 -0.0011 -0.0035
C 1.6662 -6.6896 -2.4329 -0.0025 -0.0067 -0.0166
C 1.3785 -7.8098 -3.2000 0.0001 -0.0015 -0.0036
C 2.4063 -8.6301 -3.6451 0.0006 0.0006 0.0000
C 3.7224 -8.3319 -3.3205 0.0010 -0.0032 -0.0011
C 4.0097 -7.2121 -2.5521 0.0070 0.0066 -0.0022
C 2.9826 -6.3900 -2.1105 -0.0207 0.0152 0.0363
H 0.8662 -6.0478 -2.0877 -0.0018 0.0048 0.0041
H 0.3520 -8.0430 -3.4520 -0.0050 0.0018 -0.0050
H 2.1813 -9.5017 -4.2464 -0.0021 -0.0063 0.0015
H 4.5239 -8.9724 -3.6660 0.0039 -0.0015 -0.0025
H 5.0362 -6.9801 -2.2957 0.0037 0.0028 0.0017
H 3.2059 -5.5167 -1.5115 -0.0098 -0.0027 0.0209
C 7.5672 -1.2248 4.6403 0.0011 0.0028 -0.0026
C 8.8651 -0.8949 5.0055 0.0046 0.0030 -0.0057
C 9.8192 -1.8919 5.1539 0.0000 -0.0014 0.0011
C 9.4764 -3.2189 4.9337 0.0034 0.0016 -0.0065
C 8.1789 -3.5486 4.5671 0.0064 -0.0036 -0.0036
C 7.2236 -2.5519 4.4228 -0.0290 -0.0083 -0.0217
H 6.8227 -0.4476 4.5242 -0.0063 0.0024 0.0058
H 9.1331 0.1402 5.1731 -0.0007 0.0049 0.0045
H 10.8308 -1.6346 5.4406 0.0057 0.0022 -0.0038
H 10.2213 -3.9962 5.0466 0.0027 -0.0040 0.0018
H 7.9111 -4.5828 4.3920 -0.0065 -0.0050 0.0057
H 6.2119 -2.8090 4.1362 -0.0020 -0.0013 -0.0092
C -8.9447 0.0717 -2.9750 0.0055 0.0151 -0.0574
C -7.6322 0.5113 -2.8624 -0.0486 -0.0450 0.1553
C -6.9005 0.8056 -4.0037 0.0449 0.0166 -0.0694
C -7.4838 0.6666 -5.2562 -0.0090 -0.0053 0.0192
C -8.7977 0.2299 -5.3693 -0.0004 0.0007 -0.0088
C -9.5285 -0.0698 -4.2277 -0.0058 -0.0039 0.0076
H -9.5139 -0.1609 -2.0834 -0.0036 0.0002 0.0073
H -7.1634 0.6240 -1.8921 0.0245 0.0281 -0.0372
H -5.8759 1.1395 -3.9027 -0.0010 -0.0024 0.0552
H -6.9127 0.8982 -6.1468 0.0007 0.0000 -0.0078
H -9.2516 0.1223 -6.3470 -0.0017 -0.0037 -0.0040
H -10.5521 -0.4139 -4.3146 -0.0046 0.0021 -0.0026
C -0.0300 9.6793 -0.9238 -0.0141 0.0270 0.0110
C -0.4725 10.8822 -1.4582 0.0111 -0.0020 0.0021
C -1.7553 11.3341 -1.1815 -0.0045 0.0053 -0.0031
C -2.5928 10.5820 -0.3689 0.0035 -0.0021 0.0081
C -2.1477 9.3803 0.1652 -0.0168 0.0260 0.0036
C -0.8658 8.9251 -0.1110 0.0462 -0.0131 0.0065
H 0.9690 9.3247 -1.1434 0.0038 -0.0073 -0.0054
H 0.1820 11.4672 -2.0926 0.0005 -0.0007 -0.0070
H -2.1035 12.2696 -1.6017 0.0005 0.0052 0.0019
H -3.5949 10.9321 -0.1541 -0.0049 -0.0007 -0.0008
H -2.8005 8.7906 0.7956 -0.0008 -0.0198 -0.0076
H -0.5306 7.9805 0.2958 -0.0316 -0.0210 -0.0265
```
Forces are in eV/Å.

The spin multiplicity is 1. The LUMO energy is 2.11 eV. The net charge is -1.

Atom charges from the Mulliken analysis, given in e for atoms 1 to 2: -0.963 -0.451

---

(9)
Density functional theory data (ωB97M-V with the def2-TZVPD basis set) for the ion C4H3ClNS with charge -1 at a distorted geometry.

Geometry as XYZ:
```
10
Properties=species:S:1:pos:R:3:forces:R:3
C -0.6571 -0.4714 -0.1674 -2.1793 -0.9546 0.0220
C 0.5516 0.1134 0.1530 1.3754 2.9022 1.1870
C -1.7519 0.3226 0.2410 0.5577 -2.3233 -1.9803
C -1.7664 1.4167 0.9225 -0.6321 1.9289 2.9353
N 0.7899 1.2646 0.7938 1.3326 -1.9139 0.1687
S -2.1002 2.2662 2.2752 -0.0641 0.2177 -0.7987
Cl -3.3466 -0.2315 -0.3514 -1.3652 -0.8226 -0.5450
H -0.7830 -1.4757 -0.7109 0.2719 1.8864 0.8324
H 1.4222 -0.2807 -0.3135 0.8325 -0.4511 -0.5985
H 0.1565 1.5919 1.5377 -0.1293 -0.4696 -1.2229
```
Forces are in eV/Å.

The spin multiplicity is 3. The LUMO energy (alpha / beta) is 3.70 / 2.94 eV. The net charge is -1. Its expectation value of S² is 2.043.

Atom charges from the Mulliken analysis, given in e for atoms 1 to 2: -0.590 0.020

---

In order of appearance, energy relative to the best compared isomer or geometry (same formula, charge and spin) = 55.4; 64.4; 10.8; 10.7; 0.7; 40.7; 30.4; 0.0; 17.6 kcal per mole.